(1)
43
Properties=species:S:1:pos:R:3:forces:R:3 method="wB97M-V/def2-TZVPD" e_homo_ha=-0.2930 smiles="Cc1ccc2nc(SCC(=O)Nc3ccc4c(c3)CCC4)[nH]c2c1" orbital_gap_ev=8.63 charge=0
C 0.011 2.920 2.177 -0.021 -0.028 0.069
C -0.051 1.425 2.090 -0.195 -0.036 -0.073
C 1.101 0.675 2.377 0.139 -0.099 0.057
C 1.127 -0.698 2.312 -0.097 0.052 0.046
C -0.051 -1.348 1.960 -0.590 0.548 -0.097
N -0.315 -2.683 1.793 0.091 -0.548 0.121
C -1.570 -2.745 1.459 -0.176 -0.399 0.094
S -2.440 -4.206 1.022 0.004 -0.128 -0.066
C -1.628 -4.506 -0.604 -0.172 0.201 0.359
C -1.627 -3.177 -1.340 0.219 -0.415 -0.088
O -2.604 -2.774 -1.932 -0.255 0.103 -0.091
N -0.463 -2.493 -1.189 0.413 -0.161 -0.070
C -0.218 -1.129 -1.418 0.031 0.255 -0.091
C -1.183 -0.267 -1.926 -0.281 -0.047 -0.085
C -0.908 1.085 -2.063 0.173 -0.036 0.079
C 0.333 1.567 -1.705 0.068 -0.074 -0.030
C 1.305 0.700 -1.213 -0.151 0.036 -0.114
C 1.041 -0.642 -1.063 -0.181 -0.018 -0.129
C 2.562 1.448 -0.886 0.119 0.013 0.038
C 2.374 2.793 -1.606 0.040 0.074 0.024
C 0.853 2.973 -1.747 -0.011 0.135 -0.020
N -2.180 -1.524 1.390 0.037 0.047 0.006
C -1.220 -0.596 1.696 0.639 -0.109 0.235
C -1.230 0.788 1.750 0.022 0.132 0.022
H 0.055 3.233 3.220 0.005 0.102 0.040
H 0.902 3.297 1.680 0.058 0.101 -0.054
H -0.866 3.372 1.721 -0.037 0.097 -0.036
H 1.998 1.207 2.661 0.111 0.065 0.014
H 2.021 -1.261 2.528 0.126 -0.077 0.028
H -0.635 -4.914 -0.425 -0.015 -0.006 -0.073
H -2.267 -5.228 -1.108 0.067 0.062 -0.071
H 0.280 -2.954 -0.678 -0.297 -0.002 -0.006
H -2.147 -0.656 -2.209 -0.009 -0.041 -0.018
H -1.667 1.748 -2.452 -0.099 0.061 -0.063
H 1.790 -1.314 -0.667 0.095 -0.105 0.062
H 3.460 0.923 -1.212 0.049 -0.012 0.064
H 2.629 1.584 0.197 0.059 -0.001 0.053
H 2.840 3.618 -1.070 0.057 0.027 -0.051
H 2.824 2.738 -2.598 0.016 0.017 -0.008
H 0.580 3.494 -2.665 -0.031 0.068 0.025
H 0.445 3.540 -0.907 -0.011 0.090 0.007
H -3.135 -1.359 1.119 0.073 -0.074 -0.068
H -2.125 1.348 1.527 -0.081 0.130 -0.042

---

(2)
44
Properties=species:S:1:pos:R:3:forces:R:3 method="wB97M-V/def2-TZVPD" e_homo_ha=-0.3244 orbital_gap_ev=9.15 charge=0
O 2.837 0.721 2.543 -0.847 -0.020 -0.867
N -1.645 3.657 -0.044 1.646 1.304 1.925
N -0.127 1.862 -0.062 -0.404 0.024 -1.339
S -0.576 3.927 1.320 -1.434 -0.099 -0.681
S -1.858 2.198 -2.184 -1.243 -0.050 1.342
C 1.967 0.899 1.677 3.691 -0.945 3.261
C -1.145 2.635 -0.626 0.105 -1.310 -0.573
C 0.265 2.454 0.998 0.439 1.264 1.737
C 5.401 -2.541 0.212 1.549 -0.411 -0.242
C -1.433 -3.062 1.468 1.426 1.094 1.159
C 5.578 -1.166 0.217 -0.478 -1.149 0.586
C 4.237 -3.238 0.063 -1.438 1.053 0.499
C -0.526 -2.702 2.501 0.325 0.881 -2.220
C -1.321 -2.339 0.293 -0.783 1.213 -0.775
C 4.393 -0.488 0.352 -0.775 3.974 0.407
C 3.070 -2.531 0.250 -1.245 1.771 -0.285
C 0.498 -1.748 2.229 -0.581 -0.720 0.343
C -0.388 -1.289 0.093 -0.382 -1.228 -0.325
C 3.146 -1.092 0.480 -1.249 -1.621 -0.307
C 0.592 -1.005 1.052 -0.800 -1.491 -1.429
N 1.250 2.051 1.903 -2.332 -0.532 -3.614
C 1.813 -0.218 0.629 1.141 0.636 -0.405
C -5.921 2.323 -2.904 2.094 0.244 -1.203
C -3.663 2.517 -1.674 0.396 -2.270 -3.090
C -4.373 1.970 -2.979 -1.722 -0.919 2.171
H 6.177 -3.204 0.430 2.012 -0.573 -0.331
H -2.148 -3.859 1.609 -0.142 0.070 -0.050
H 6.570 -0.703 0.263 -0.596 -0.178 -0.037
H 4.196 -4.299 -0.100 0.237 -0.254 0.134
H -0.551 -3.172 3.451 0.082 -0.460 0.643
H -2.096 -2.447 -0.487 0.669 -0.299 0.307
H 4.432 0.687 0.450 -0.112 -2.457 -0.221
H 2.119 -3.093 0.137 0.485 0.834 0.390
H 1.313 -1.714 2.920 0.285 0.393 0.589
H -0.364 -0.867 -0.922 0.029 0.207 0.686
H 1.400 2.619 2.707 0.512 -0.147 0.528
H 1.758 0.246 -0.376 -0.852 -0.331 0.585
H -6.441 2.170 -3.865 0.223 -0.131 0.497
H -5.965 3.377 -2.659 -0.343 0.255 0.071
H -6.343 1.753 -2.122 -0.802 -0.576 0.773
H -4.018 1.904 -0.840 0.582 0.371 0.100
H -3.911 3.535 -1.630 0.196 1.425 0.638
H -3.964 2.420 -3.856 0.525 0.039 -0.649
H -4.235 0.852 -2.917 -0.090 1.119 -0.729

---

(3)
49
Properties=species:S:1:pos:R:3:forces:R:3 method="wB97M-V/def2-TZVPD" e_homo_ha="-0.6449 / -0.6449" orbital_gap_ev="4.81 / 4.81" charge=+3
Ru -0.057 -0.011 0.068 0.268 0.526 -0.843
C 2.630 -4.193 -2.265 0.021 -0.024 -0.008
N 1.667 -3.098 -2.088 -0.024 -0.021 -0.012
C 0.693 -2.756 -2.982 -0.008 0.010 -0.042
C 0.015 -1.702 -2.451 0.037 -0.016 0.039
N 0.582 -1.405 -1.237 0.000 -0.022 0.040
C 1.581 -2.270 -1.035 -0.030 0.143 0.105
P 2.612 -2.299 0.469 -0.056 0.062 -0.026
C 1.202 -2.263 1.634 0.031 0.010 -0.034
N 0.150 -1.432 1.559 0.085 -0.009 -0.062
C -0.668 -1.736 2.617 -0.045 -0.006 0.046
C -0.107 -2.750 3.328 -0.029 0.016 0.006
N 1.065 -3.068 2.698 -0.030 0.037 -0.021
C 1.994 -4.119 3.136 0.017 -0.015 0.005
C 2.876 -0.494 0.477 -0.167 -0.046 -0.052
N 1.900 0.403 0.301 -0.015 -0.033 0.033
C 2.459 1.651 0.403 0.008 -0.056 0.006
C 3.792 1.494 0.636 0.014 0.039 -0.018
N 4.036 0.151 0.678 0.007 0.021 0.023
C 5.350 -0.463 0.911 0.031 -0.010 0.004
H 2.426 -4.671 -3.218 0.007 -0.004 0.007
H 2.512 -4.924 -1.469 0.008 -0.004 -0.008
H 3.643 -3.799 -2.274 -0.001 -0.007 0.001
H 0.563 -3.276 -3.916 -0.001 -0.007 -0.003
H -0.819 -1.157 -2.860 -0.002 -0.014 -0.002
H -1.590 -1.219 2.799 -0.001 0.000 0.001
H -0.437 -3.264 4.215 -0.005 0.002 0.003
H 1.585 -4.582 4.029 0.006 0.000 -0.005
H 2.962 -3.684 3.373 0.000 -0.010 0.000
H 2.096 -4.873 2.360 0.006 -0.001 0.007
H 1.892 2.561 0.305 0.008 0.001 0.010
H 4.573 2.223 0.766 0.006 0.002 0.005
H 6.075 0.334 1.042 0.002 -0.010 0.001
H 5.636 -1.067 0.053 0.003 -0.001 0.006
H 5.322 -1.070 1.812 0.011 0.000 -0.005
S -0.467 1.603 -1.477 -0.096 -0.735 0.947
C -1.880 1.900 -0.608 0.006 0.020 -0.031
N -2.061 1.108 0.478 -0.232 0.159 0.013
C -3.212 1.414 1.106 0.104 0.035 -0.131
C -3.747 0.811 2.271 0.017 -0.016 0.005
C -4.933 1.270 2.750 -0.015 0.043 -0.037
C -5.638 2.334 2.107 0.118 0.073 -0.187
C -5.155 2.948 0.973 -0.246 -0.032 0.249
C -3.943 2.490 0.470 0.264 -0.015 -0.209
S -3.111 3.060 -0.913 -0.098 -0.088 0.185
H -3.223 0.008 2.764 0.010 -0.003 -0.003
H -5.366 0.829 3.638 0.010 -0.006 0.000
H -6.579 2.662 2.531 0.002 0.012 -0.016
H -5.697 3.752 0.494 -0.007 -0.001 0.007

---

> Which value of charge does entry 3 give?

+3